ORCA calculation (ωB97M-V with the def2-TZVPD basis set) on a structure of composition C12H21N2.

```
35
Properties=species:S:1:pos:R:3:nbo_charge:R:1
C -3.590 -0.157 -0.403 -0.15
C -2.976 0.154 0.755 -0.21
C -2.873 -0.209 -1.612 -0.19
C -1.629 0.255 0.823 -0.21
C -1.517 -0.048 -1.544 -0.17
C -0.853 -0.009 -0.303 0.08
C 0.102 -2.654 0.274 -0.63
C 2.744 -0.160 -1.322 -0.63
C 0.431 2.469 0.273 -0.47
C 1.487 1.231 1.923 -0.49
C 0.801 -1.357 0.687 -0.22
C 1.199 -0.176 -1.401 -0.26
N 1.311 1.369 0.562 -0.18
N 0.538 -0.115 -0.151 -0.18
H -4.673 -0.229 -0.410 0.23
H -3.662 0.295 1.542 0.24
H -3.405 -0.175 -2.467 0.23
H -1.041 0.312 1.739 0.22
H -0.985 -0.277 -2.446 0.22
H 0.211 -2.820 -0.824 0.23
H 0.457 -3.346 0.963 0.25
H -0.918 -2.600 0.610 0.23
H 3.069 0.266 -0.314 0.23
H 3.018 -1.216 -1.256 0.22
H 3.096 0.571 -2.073 0.25
H -0.639 2.432 0.710 0.22
H 0.998 3.291 0.705 0.26
H 0.482 2.687 -0.760 0.22
H 1.979 0.221 2.259 0.24
H 2.180 2.033 2.379 0.29
H 0.488 1.167 2.608 0.18
H 1.892 -1.547 0.815 0.24
H 0.349 -1.052 1.725 0.23
H 1.047 -1.146 -1.858 0.23
H 0.886 0.541 -2.208 0.24
```

ΔE to the lowest compared entry with this formula, charge and spin ... 4.196 eV
Net charge ... +1
Multiplicity ... 1
Lowest unoccupied orbital energy ... -3.92 eV
Frontier orbital gap ... 9.12 eV